# 1
15
Properties=species:S:1:pos:R:3 method="wB97M-V/def2-TZVPD" smiles=Cn1ccc(N)c1 e_homo_ev=-7.4 lumo_ha=0.039 e_tot_ev=-8294.53935 gap_ev=8.49 relative_energy_ev=0.4570
C 2.31 0.22 0.02
N 0.90 -0.08 -0.03
C 0.34 -1.31 0.10
C -1.02 -1.18 0.15
C -1.31 0.21 0.06
N -2.60 0.79 0.12
C -0.11 0.87 -0.05
H 2.87 -0.63 -0.39
H 2.53 1.10 -0.60
H 2.65 0.41 1.04
H 0.97 -2.20 0.14
H -1.74 -1.98 0.25
H -3.30 0.19 -0.30
H -2.63 1.69 -0.34
H 0.12 1.92 -0.14

=====

# 2
20
Properties=species:S:1:pos:R:3 method="wB97M-V/def2-TZVPD" e_homo_ev=-8.8 lumo_ha=-0.089 e_tot_ev=-17711.96701 gap_ev=6.41 relative_energy_ev=9.2838
C 3.01 0.69 1.76
N 2.94 -0.31 0.95
C -0.12 -0.14 -0.44
C -1.62 -0.26 -0.40
C -2.26 -1.60 -0.16
S -3.39 0.48 -2.75
C 0.52 1.25 -0.64
H 3.42 1.57 1.21
H 2.59 0.91 2.74
H 3.91 -0.64 2.19
H 0.32 -0.72 -1.25
H 0.18 -0.63 0.51
H -2.19 0.50 0.16
H -2.16 0.17 -1.33
H -3.30 -1.67 -0.48
H -1.84 -2.41 -0.77
H -2.12 -1.83 0.89
H 0.04 2.15 -0.26
H 1.51 1.21 -0.18
H 0.57 1.27 -1.73

=====

# 3
18
Properties=species:S:1:pos:R:3 method="wB97M-V/def2-TZVPD" smiles="C=CC/C=C/N.O" e_homo_ev=-8.0 lumo_ha=0.024 e_tot_ev=-8898.89560 gap_ev=8.69 relative_energy_ev=2.8017
C 2.47 0.06 2.02
C 1.38 0.77 1.70
C 1.17 1.26 0.29
C 0.74 0.11 -0.64
C -0.39 -0.57 -0.53
N -0.79 -1.64 -1.32
H 2.88 -0.03 3.02
H 3.05 -0.45 1.25
H 0.57 0.75 2.42
H 0.51 2.13 0.23
H 2.14 1.55 -0.09
H 1.45 -0.10 -1.42
H -1.06 -0.25 0.26
H -1.75 -1.74 -1.58
H -0.12 -1.91 -2.02
O -4.42 0.26 -1.23
H -4.21 -0.42 -0.57
H -3.63 0.25 -1.78

=====

# 4
47
Properties=species:S:1:pos:R:3 method="wB97M-V/def2-TZVPD" spin_multiplicity=2 e_homo_ev="-3.7 / -3.7" lumo_ha="0.069 / 0.069" s2=0.81 e_tot_ev=-93753.05932 charge=-1 gap_ev="5.61 / 5.58" relative_energy_ev=0.4330
Mn 0.26 0.05 0.38
O 1.91 0.84 1.02
N 2.75 1.48 0.19
C 3.83 2.07 0.75
C 4.75 2.74 0.00
C 4.55 2.79 -1.39
C 3.45 2.18 -1.94
C 2.51 1.49 -1.15
S 1.15 0.70 -1.77
H 3.86 1.95 1.83
H 5.60 3.20 0.48
H 5.25 3.32 -2.02
H 3.27 2.20 -3.00
O -2.09 -5.53 -0.33
C -1.63 -4.42 -0.17
C -0.15 -4.07 -0.13
O 0.77 -4.86 -0.15
C -0.11 -2.61 -0.03
C -1.42 -2.09 0.10
O -1.59 -0.83 0.30
C -2.42 -3.15 0.04
O -3.64 -3.06 0.13
O 0.90 -1.83 -0.03
C -0.10 -2.15 3.12
P -0.12 -0.35 2.74
C 1.09 0.22 4.00
C -1.74 0.11 3.46
H -0.12 -2.32 4.19
H 0.79 -2.61 2.68
H -0.98 -2.62 2.67
H 0.79 -0.10 5.00
H 1.18 1.31 3.97
H 2.06 -0.20 3.75
H -1.90 -0.36 4.43
H -2.51 -0.21 2.75
H -1.80 1.20 3.58
I 0.05 3.61 2.27
C -1.44 2.79 1.05
C -2.73 3.27 1.18
C -3.68 2.81 0.29
C -3.29 1.95 -0.72
C -1.97 1.53 -0.76
N -1.05 1.91 0.14
H -2.97 3.98 1.96
H -4.71 3.14 0.37
H -3.99 1.57 -1.46
H -1.62 0.85 -1.53

=====

# 5
17
Properties=species:S:1:pos:R:3 method="wB97M-V/def2-TZVPD" smiles="C=CC.C=NC" e_homo_ev=-9.4 lumo_ha=0.039 e_tot_ev=-6850.12572 gap_ev=10.45 relative_energy_ev=3.4028
C 2.09 -0.14 0.63
C 1.71 0.10 1.89
C 2.47 1.04 2.74
H 1.47 -0.69 -0.08
H 3.08 0.07 0.28
H 0.81 -0.30 2.17
H 1.73 1.64 3.32
H 3.03 0.30 3.32
H 3.22 1.87 2.41
C -3.37 -0.50 -2.92
N -2.34 -1.10 -2.55
C -1.61 -0.39 -1.49
H -4.07 -1.25 -3.45
H -3.95 0.35 -2.55
H -0.79 -1.10 -1.19
H -2.34 -0.30 -0.63
H -1.12 0.39 -1.89

=====

# 6
134
Properties=species:S:1:pos:R:3 method="wB97M-V/def2-TZVPD" spin_multiplicity=6 e_homo_ev="-13.9 / -13.9" lumo_ha="-0.277 / -0.274" s2=8.75 e_tot_ev=-103960.04602 charge=+2 gap_ev="6.42 / 6.47" relative_energy_ev=0.9281
Ba -1.90 1.84 3.94
Mn 1.23 -0.84 -3.80
C 1.18 1.15 0.27
C 0.21 1.04 1.37
C -1.10 0.14 1.07
O -2.00 0.13 1.91
C -1.16 -0.60 -0.16
C -0.20 -0.39 -1.10
C 0.99 0.50 -0.89
O 1.92 0.54 -1.84
O -0.39 -1.06 -2.20
O 0.32 1.63 2.46
H 2.08 1.72 0.38
H -2.05 -1.20 -0.26
C 5.74 -1.29 0.86
C 5.30 -0.35 -0.19
C 5.63 -0.79 -1.62
C 7.07 -0.85 -1.92
N 8.19 -0.86 -2.17
H 6.81 -1.45 0.91
H 5.42 -2.30 0.63
H 5.38 -0.95 1.83
H 5.71 0.66 -0.13
H 4.23 -0.19 -0.16
H 5.33 -0.02 -2.33
H 5.21 -1.74 -1.96
C -1.19 -4.71 4.06
C -2.15 -3.91 3.19
C -2.51 -2.56 3.82
C -1.37 -1.66 4.16
N -0.48 -0.93 4.35
H -0.27 -4.20 4.33
H -0.91 -5.61 3.52
H -1.59 -5.05 5.01
H -3.05 -4.50 3.00
H -1.69 -3.78 2.21
H -3.01 -2.69 4.78
H -3.17 -1.99 3.17
C -0.54 6.02 0.70
C 0.49 4.91 0.75
C 1.16 4.74 2.10
C 0.14 4.57 3.13
N -0.66 4.45 3.95
H -0.03 6.98 0.84
H -1.25 5.95 1.52
H -0.99 6.01 -0.29
H 1.27 5.20 0.05
H 0.03 3.98 0.44
H 1.71 5.66 2.26
H 1.83 3.88 2.07
C -3.43 -5.17 -1.20
C -2.29 -4.12 -1.14
C -0.91 -4.60 -1.71
C -1.02 -5.04 -3.07
N -1.14 -5.36 -4.15
H -3.66 -5.47 -2.22
H -4.34 -4.87 -0.68
H -3.12 -6.10 -0.72
H -2.28 -3.65 -0.16
H -2.65 -3.29 -1.75
H -0.58 -5.49 -1.17
H -0.15 -3.83 -1.65
C -6.93 1.84 0.40
C -5.75 1.64 -0.57
C -4.62 0.78 0.01
C -4.97 -0.58 0.57
N -5.27 -1.61 1.01
H -7.57 2.69 0.16
H -6.56 2.02 1.41
H -7.53 0.93 0.53
H -5.32 2.60 -0.84
H -6.09 1.19 -1.51
H -4.24 1.30 0.89
H -3.82 0.72 -0.73
C 2.97 -4.13 0.38
C 2.13 -2.82 0.44
C 1.45 -2.65 1.78
C 2.31 -2.75 2.94
N 2.99 -2.81 3.91
H 3.87 -4.12 0.99
H 3.28 -4.24 -0.66
H 2.40 -5.00 0.71
H 1.37 -2.83 -0.34
H 2.75 -1.96 0.22
H 0.64 -3.36 1.95
H 1.00 -1.66 1.85
C -2.05 2.76 -1.81
C -0.97 3.47 -2.62
C -1.08 3.19 -4.12
C -0.57 1.85 -4.40
N -0.13 0.80 -4.64
H -1.96 1.67 -1.87
H -3.06 3.06 -2.06
H -2.07 3.04 -0.76
H 0.02 3.05 -2.44
H -1.08 4.53 -2.40
H -0.54 3.98 -4.64
H -2.11 3.17 -4.47
C 3.51 0.98 5.69
C 2.66 0.96 4.37
C 3.45 0.65 3.15
C 4.34 1.69 2.69
N 5.03 2.54 2.34
H 4.27 1.76 5.70
H 4.02 0.02 5.82
H 2.79 1.19 6.48
H 2.19 1.93 4.20
H 1.96 0.14 4.50
H 2.75 0.44 2.34
H 4.05 -0.20 3.46
C 3.84 4.03 -1.04
C 4.93 3.81 -2.09
C 4.56 2.88 -3.24
C 3.31 3.23 -3.85
N 2.29 3.57 -4.28
H 3.36 3.09 -0.78
H 2.97 4.61 -1.32
H 4.11 4.51 -0.09
H 5.87 3.46 -1.68
H 5.13 4.80 -2.50
H 4.56 1.82 -2.97
H 5.40 2.99 -3.93
C -3.97 -0.89 -3.51
C -4.51 -2.27 -3.96
C -5.55 -2.89 -3.05
C -6.64 -1.98 -2.75
N -7.53 -1.32 -2.48
H -3.26 -0.47 -4.22
H -3.54 -0.85 -2.51
H -4.78 -0.16 -3.51
H -3.73 -3.01 -4.11
H -4.92 -2.13 -4.97
H -5.14 -3.20 -2.09
H -6.00 -3.76 -3.55

=====

# 7
60
Properties=species:S:1:pos:R:3 method="wB97M-V/def2-TZVPD" spin_multiplicity=3 e_homo_ev="-8.3 / -8.1" lumo_ha="-0.022 / -0.100" s2=2.02 e_tot_ev=-306493.67128 gap_ev="7.67 / 5.38" relative_energy_ev=0.0000
Pt 2.60 -1.55 0.18
C -2.33 -2.62 -0.79
N -1.19 -3.54 -0.83
C -1.19 -4.53 -1.91
C -0.04 -3.12 -0.39
N 0.97 -2.80 0.06
H -3.24 -3.20 -0.65
H -2.38 -2.03 -1.71
H -2.22 -1.93 0.05
H -2.07 -5.15 -1.81
H -0.30 -5.15 -1.83
H -1.19 -4.04 -2.89
O 2.26 1.56 1.27
C 1.38 1.23 0.49
N 0.27 1.98 0.19
C -0.44 1.42 -0.95
C 0.30 0.06 -1.10
O -0.04 -0.79 -1.89
N 1.33 0.03 -0.22
C -1.90 1.11 -0.64
C -2.77 0.78 -1.68
C -4.08 0.42 -1.42
C -4.54 0.38 -0.11
C -3.68 0.71 0.93
C -2.37 1.07 0.66
C -0.25 2.30 -2.17
C 0.77 2.07 -3.09
C 0.98 2.96 -4.14
C 0.18 4.08 -4.28
C -0.84 4.32 -3.36
C -1.06 3.43 -2.32
H 0.35 2.98 0.29
H -2.41 0.81 -2.70
H -4.74 0.17 -2.24
H -5.56 0.10 0.10
H -4.04 0.69 1.95
H -1.70 1.34 1.47
H 1.40 1.20 -3.00
H 1.77 2.77 -4.85
H 0.34 4.77 -5.09
H -1.48 5.19 -3.47
H -1.86 3.61 -1.61
Se 3.96 -3.38 0.79
Sb 6.03 -1.87 1.24
Se 6.56 -1.70 3.53
Se 7.29 -2.28 -0.72
Se 4.43 -0.06 0.26
C 1.80 -0.02 4.80
C 0.54 0.44 4.07
C 0.27 -0.72 3.10
O 1.49 -1.45 2.98
C 2.53 -0.77 3.70
H 1.55 -0.70 5.62
H 2.39 0.80 5.20
H 0.75 1.35 3.51
H -0.30 0.63 4.73
H -0.04 -0.36 2.12
H -0.50 -1.40 3.48
H 3.04 -0.07 3.04
H 3.24 -1.52 4.05